No. 1
Below is C12H20CeO5 as an isolated structure in a non-equilibrium geometry, with properties calculated with ωB97M-V with the def2-TZVPD basis set.

CARTESIAN COORDINATES (ANGSTROEM)
Ce: -1.167 3.495 -0.936
O: -4.499 1.505 -2.250
O: 3.458 -1.537 -1.471
O: -4.353 0.638 -0.008
O: -2.711 2.213 -0.786
O: -1.928 0.099 -0.719
C: -3.957 1.454 -1.141
C: 2.411 -2.381 -2.039
C: 3.366 -1.441 -0.030
C: 1.602 0.333 0.960
C: 3.066 -3.051 -3.383
C: -3.406 0.986 1.063
C: -0.710 1.781 0.883
C: -3.786 0.620 3.631
C: 3.076 0.138 0.310
C: -3.338 0.025 2.339
C: -2.088 1.248 0.171
C: 0.666 1.367 0.103
H: -3.024 -1.078 2.344
H: 1.755 0.792 2.006
H: 3.844 0.485 1.106
H: 1.061 -0.676 0.994
H: -3.758 2.000 1.471
H: 0.505 0.976 -0.966
H: 4.202 -2.838 -3.444
H: 1.310 2.351 0.003
H: -0.754 2.960 0.934
H: 4.401 -1.678 0.435
H: -0.643 1.365 1.957
H: 2.957 -4.195 -3.401
H: 1.508 -1.767 -2.395
H: -3.050 1.045 4.415
H: 3.246 0.778 -0.633
H: 2.589 -2.639 -4.346
H: 2.562 -2.121 0.432
H: -1.608 -0.659 -0.170
H: -4.913 0.666 3.895
H: 2.107 -3.257 -1.339

Summary:
E_HOMO (alpha / beta) = -16.58 / -16.75 eV
total charge = +3
multiplicity = 2


No. 2
Below is C20H23BInN4O2S6 as an isolated structure, with properties calculated with ωB97M-V with the def2-TZVPD basis set.

CARTESIAN COORDINATES (ANGSTROEM)
In: -0.169 0.392 0.301
S: 1.076 2.667 -2.437
S: -3.750 0.882 -2.623
S: 2.567 -0.135 -1.341
S: -1.840 2.170 -0.697
S: 0.988 -0.013 -4.983
S: -1.716 -0.728 -1.198
O: 1.338 -1.132 4.024
O: 2.999 -1.937 2.002
N: 0.923 -0.944 1.741
N: 0.514 -2.670 -0.390
N: 1.312 1.894 0.833
N: -1.175 0.693 2.348
C: -2.285 1.393 2.593
C: -0.841 0.397 4.680
C: -0.302 1.127 -4.388
C: -0.469 0.193 3.362
C: 1.674 -2.758 0.250
C: -2.732 1.621 3.881
C: 3.428 1.368 -1.853
C: 0.744 -0.680 3.065
C: 2.124 2.669 1.109
C: 1.200 -1.195 -3.621
C: 0.155 2.523 -3.985
C: 2.523 -1.134 -2.853
C: 2.645 -3.702 -0.071
C: 1.167 -4.516 -1.758
C: -1.989 1.121 4.941
C: 1.945 -1.826 1.420
C: -2.506 0.816 -1.537
C: 2.755 2.206 -2.931
C: 0.271 -3.531 -1.376
C: 2.382 -4.597 -1.091
B: 3.286 3.683 1.427
H: 3.354 3.106 -3.089
H: -0.681 -3.415 -1.883
H: -0.826 0.638 -3.567
H: 3.511 4.269 0.385
H: 0.917 -5.195 -2.563
H: 2.708 1.654 -3.867
H: 0.352 -1.085 -2.945
H: 2.773 -2.145 -2.523
H: 0.715 3.003 -4.791
H: -0.222 -0.026 5.456
H: 1.118 -2.184 -4.076
H: 3.113 -5.348 -1.364
H: 2.904 4.436 2.296
H: 4.430 1.083 -2.183
H: 3.337 -0.801 -3.501
H: -0.742 3.122 -3.808
H: -2.307 1.294 5.961
H: 4.231 3.013 1.786
H: 3.569 -3.704 0.489
H: -3.638 2.187 4.042
H: -1.018 1.219 -5.207
H: -2.798 1.778 1.721
H: 3.550 1.938 -0.931

Summary:
energy above the lowest of the compared OMol25 structures with the same formula, charge and spin = 32.3 kJ/mol
E_HOMO = -5.04 eV
total charge = -1


No. 3
Below is CH8N5O as an isolated structure in a non-equilibrium geometry, with properties calculated with ωB97M-V with the def2-TZVPD basis set.

CARTESIAN COORDINATES (ANGSTROEM)
O: 1.665 -0.389 -0.438
N: 1.958 -1.630 -0.106
N: -0.556 -0.113 0.897
N: 0.594 2.074 -0.172
N: 0.635 0.450 0.736
N: -2.626 -0.601 -0.215
C: -1.479 0.103 -0.020
H: 1.207 -2.336 -0.311
H: 1.102 0.663 1.585
H: 1.271 2.513 0.346
H: 2.800 -2.007 0.309
H: -3.052 -0.402 -1.147
H: 1.057 1.804 -1.134
H: -1.319 0.882 -0.737
H: -3.256 -1.010 0.408

Summary:
energy above the lowest of the compared OMol25 structures with the same formula, charge and spin = 459.5 kJ/mol
E_HOMO (alpha / beta) = -13.34 / -13.34 eV
total charge = +1


No. 4
Below is C29H34Cl3N2O2PSZr as an isolated structure in a non-equilibrium geometry, with properties calculated with ωB97M-V with the def2-TZVPD basis set.

CARTESIAN COORDINATES (ANGSTROEM)
Zr: -0.717 -0.389 1.063
Cl: 2.423 0.243 4.818
Cl: 3.581 -1.000 2.452
Cl: 2.203 -2.616 4.437
S: -2.821 0.793 -0.186
P: 1.245 -0.277 -0.687
O: 0.240 -1.738 2.413
O: 0.771 0.366 2.388
N: -1.727 1.275 2.555
N: -2.574 -1.339 2.108
C: 1.012 -0.808 2.783
C: -0.950 -2.303 -4.142
C: 0.084 2.323 -1.514
C: 0.909 1.540 -0.677
C: 3.763 0.608 -1.519
C: 2.683 -2.971 -0.731
C: 0.235 -1.630 -4.419
C: 0.419 -1.070 -2.091
C: -0.601 1.803 -2.750
C: 1.454 3.505 0.659
C: 2.247 -1.064 3.652
C: 3.000 -0.476 -1.094
C: -0.722 -1.823 -1.783
C: 0.920 -1.010 -3.391
C: -2.009 2.547 1.871
C: 0.619 4.270 -0.146
C: -2.990 2.381 0.710
C: -1.114 -2.073 -0.349
C: 3.535 -1.775 -1.060
C: 5.085 0.417 -1.885
C: 1.595 2.158 0.390
C: -3.876 -1.389 1.401
C: -2.821 0.742 3.393
C: -2.654 -0.771 3.477
C: -1.421 -2.401 -2.843
C: -0.040 3.681 -1.214
C: -4.216 -0.175 0.518
C: 4.868 -1.934 -1.417
C: 5.639 -0.852 -1.817
H: 2.019 -2.781 0.115
H: 2.294 1.573 0.974
H: 5.306 -2.925 -1.397
H: -2.320 -2.973 -2.645
H: -1.496 -2.783 -4.944
H: 0.137 1.531 -3.504
H: 3.327 1.598 -1.563
H: -4.784 -0.522 -0.343
H: -0.930 1.441 3.164
H: -2.421 3.295 2.555
H: 0.501 5.330 0.040
H: 6.677 -1.003 -2.083
H: -4.683 -1.506 2.129
H: -3.784 0.987 2.947
H: 1.835 -0.467 -3.593
H: -1.239 2.574 -3.177
H: -3.477 -1.213 4.042
H: -1.206 0.919 -2.558
H: -1.726 -1.015 3.998
H: -2.826 3.164 -0.027
H: 5.680 1.255 -2.221
H: 1.998 3.958 1.477
H: 0.621 -1.597 -5.429
H: 3.300 -3.835 -0.491
H: -4.840 0.541 1.044
H: -3.880 -2.279 0.778
H: -2.813 1.168 4.396
H: -0.483 -2.894 0.025
H: -2.139 -2.454 -0.356
H: -0.641 4.300 -1.870
H: 2.063 -3.235 -1.593
H: -2.265 -2.305 2.207
H: -1.059 2.933 1.497
H: -4.028 2.453 1.028

Summary:
energy above the lowest of the compared OMol25 structures with the same formula, charge and spin = 41.0 kJ/mol
E_HOMO = -13.87 eV
total charge = +2